# 1
C42H114N8O13 | ωB97M-V/def2-TZVPD

Element x y z (Å)
O1 -0.058 2.934 -2.001
O2 -1.152 -4.861 -1.683
O3 -5.005 2.064 3.653
O4 0.543 4.509 2.546
O5 0.023 -1.633 -4.729
O6 5.901 -1.276 -1.409
O7 5.841 1.297 -0.053
O8 4.017 8.869 5.671
O9 -0.627 -5.407 4.437
O10 -5.062 1.939 -5.990
O11 1.594 -1.081 1.290
O12 5.186 -4.771 2.569
O13 -5.251 -0.539 0.089
N1 -2.886 -0.004 -1.425
N2 1.485 -6.089 -1.959
N3 -3.048 -3.041 2.885
N4 -1.660 2.310 -4.424
N5 1.790 6.967 4.980
N6 -1.171 0.101 -6.549
N7 -2.461 2.740 3.114
N8 3.418 -2.920 -0.196
C1 1.486 -0.040 0.348
C2 -3.575 -1.594 -3.121
C3 -0.913 3.564 -4.195
C4 -4.023 1.655 -5.079
C5 -1.641 -4.015 -0.668
C6 -5.869 -1.233 1.162
C7 0.272 -0.114 -6.498
C8 0.277 3.428 -3.284
C9 -3.151 1.938 2.087
C10 0.187 -6.749 -2.083
C11 5.718 -3.762 3.412
C12 -0.851 -6.763 4.159
C13 -4.105 -0.687 -2.001
C14 5.301 1.027 1.235
C15 2.416 -4.398 1.333
C16 -4.661 2.099 2.262
C17 -6.031 2.813 -5.434
C18 0.939 1.150 -7.089
C19 -0.962 3.683 -1.161
C20 0.198 -0.150 -0.447
C21 4.921 -4.328 1.265
C22 0.483 -2.327 -3.589
C23 -4.738 -1.429 -0.861
C24 -0.668 -2.976 2.762
C25 -2.669 0.507 2.311
C26 4.326 10.156 5.166
C27 -0.915 -6.167 -1.203
C28 -2.926 2.705 -5.076
C29 0.781 -0.478 -5.103
C30 0.417 -8.231 -1.858
C31 3.627 -3.490 1.149
C32 -1.869 -3.860 3.043
C33 4.516 -0.214 -3.089
C34 0.829 6.428 4.042
C35 1.314 5.034 3.629
C36 6.405 0.671 2.247
C37 1.752 8.404 5.147
C38 0.979 3.220 2.159
C39 5.573 -1.270 -2.783
C40 -1.795 -4.589 4.385
C41 -6.349 2.341 3.892
C42 2.687 8.834 6.267
H1 0.630 0.259 -4.309
H2 4.702 1.844 1.646
H3 -5.039 3.080 1.939
H4 1.401 -5.076 -2.009
H5 6.879 1.565 2.664
H6 -4.360 -1.989 -3.768
H7 0.543 1.407 -8.065
H8 -1.018 -3.882 0.226
H9 -6.501 -0.605 1.790
H10 -3.016 0.046 3.236
H11 2.401 0.165 -0.217
H12 -6.562 -1.968 0.743
H13 2.684 6.605 4.671
H14 1.121 2.526 2.991
H15 1.042 2.786 -3.722
H16 0.699 8.609 5.376
H17 -3.921 -3.544 2.958
H18 -1.793 -3.037 -1.120
H19 4.795 0.777 -2.737
H20 1.477 -2.026 -3.235
H21 2.020 0.999 -7.152
H22 0.786 1.944 -6.351
H23 -5.676 3.840 -5.304
H24 6.473 -1.047 -3.378
H25 -2.661 3.039 -6.078
H26 -4.763 0.128 -2.318
H27 4.834 -5.163 0.563
H28 6.594 -3.305 2.942
H29 -3.974 -2.072 -0.386
H30 -6.848 2.971 -6.139
H31 0.072 -1.152 -0.866
H32 -6.543 2.311 4.965
H33 0.088 -7.304 4.288
H34 -5.419 -2.216 -1.223
H35 6.533 1.952 0.091
H36 -0.592 3.974 -5.156
H37 -1.763 4.112 -1.752
H38 1.887 3.228 1.543
H39 -1.820 -6.795 -1.186
H40 -5.303 1.382 1.742
H41 -2.971 2.706 3.990
H42 -6.418 2.355 -4.524
H43 4.164 -2.257 -0.419
H44 -2.858 1.006 -1.395
H45 -0.338 4.350 -0.561
H46 -1.162 -6.861 3.112
H47 0.859 7.010 3.102
H48 5.892 -0.364 -1.085
H49 -3.116 -2.462 -2.644
H50 2.352 5.147 3.299
H51 -0.138 -6.495 -3.097
H52 2.380 -5.186 0.579
H53 0.336 -3.408 2.798
H54 -1.581 0.568 2.321
H55 -2.984 -2.248 3.514
H56 1.859 -0.658 -5.177
H57 -3.409 3.528 -4.524
H58 -2.955 -0.198 1.524
H59 -2.562 -4.396 -0.202
H60 4.505 10.909 5.941
H61 3.655 -3.655 -0.865
H62 -1.543 4.341 -3.741
H63 -2.774 2.412 1.180
H64 -0.720 -2.636 1.727
H65 -6.583 3.401 3.691
H66 1.326 0.853 0.973
H67 5.769 -3.789 0.817
H68 5.194 10.026 4.527
H69 3.580 -0.477 -2.581
H70 -5.093 -1.669 1.792
H71 0.438 -3.396 -3.794
H72 1.232 -8.534 -2.515
H73 -4.469 1.292 -4.146
H74 5.314 -2.257 -3.171
H75 0.712 -8.431 -0.827
H76 -1.555 -7.288 4.815
H77 5.975 0.045 3.026
H78 1.914 8.980 4.226
H79 1.494 -3.821 1.291
H80 0.635 4.456 -3.123
H81 2.161 -1.794 0.958
H82 1.141 4.307 4.427
H83 2.818 8.100 7.058
H84 0.216 0.524 -1.305
H85 -2.687 -5.200 4.549
H86 2.519 9.795 6.756
H87 -2.805 -1.029 -3.638
H88 -2.008 -4.674 2.316
H89 7.254 0.186 1.760
H90 -0.210 6.437 4.379
H91 3.617 -2.693 1.895
H92 0.523 -0.929 -7.183
H93 0.160 2.942 1.493
H94 -0.631 -6.222 -0.139
H95 -7.085 1.772 3.320
H96 -0.460 -8.819 -2.132
H97 -3.527 0.738 -5.430
H98 -1.557 -0.673 -6.007
H99 4.667 0.141 1.180
H100 -0.570 -2.145 3.466
H101 4.227 -0.274 -4.141
H102 -2.403 3.718 2.853
H103 -1.872 1.986 -3.479
H104 -1.236 2.914 -0.436
H105 -2.900 -0.328 -0.465
H106 5.020 -3.011 3.783
H107 -0.646 -0.013 0.228
H108 2.428 -4.989 2.255
H109 3.467 10.562 4.618
H110 -0.176 -1.995 -2.776
H111 1.932 -6.227 -1.058
H112 6.101 -4.336 4.257
H113 -1.350 0.926 -5.968
H114 -1.686 -3.865 5.198

Forces on the atoms, in the same order (eV/Å):
-0.21 -0.89 -0.04
0.06 -0.05 1.04
0.45 -0.90 -0.01
0.58 0.67 0.37
0.99 0.01 -0.72
-0.19 -0.66 0.22
-0.22 0.29 0.14
-0.19 0.53 0.49
-0.16 0.02 0.62
-0.14 0.53 -0.07
0.52 -0.48 0.45
-0.24 0.19 -0.26
-0.87 0.32 0.14
-0.24 -1.02 0.27
0.36 0.77 0.25
-0.04 0.57 -0.11
-0.47 1.08 0.69
-0.01 -0.67 0.15
-0.05 -0.29 0.53
0.23 0.37 0.22
1.27 0.32 -0.22
-0.82 1.01 0.85
-0.74 0.02 0.70
-0.14 -0.15 -0.27
0.92 -2.10 -1.29
-0.45 0.28 0.41
-0.09 -0.18 -0.22
0.12 1.11 -0.83
-0.36 0.94 0.55
-0.04 0.31 1.72
0.11 0.30 0.20
0.79 -1.01 0.26
0.32 -0.32 -0.57
1.38 1.39 0.14
0.57 -0.86 1.01
-0.12 -0.59 0.85
-1.26 0.79 0.05
-0.12 0.10 -0.54
0.44 -0.63 1.29
1.95 -1.27 -0.21
0.56 -0.76 -0.60
-0.19 0.77 -0.83
-0.49 0.84 0.63
0.47 -1.34 -0.12
0.83 -0.20 -0.47
0.29 -0.25 -0.98
-0.52 -0.23 -0.03
0.29 -0.68 0.27
-0.71 0.49 1.37
-0.40 -0.56 -0.19
-0.16 0.05 -0.66
-0.22 -1.18 -0.48
-0.06 -0.88 0.01
-0.87 -1.12 0.07
0.41 -0.02 -1.43
-1.29 -0.24 -0.22
0.24 0.65 -0.41
-1.26 -0.12 0.71
-0.71 0.47 -0.86
0.61 1.03 -0.84
0.69 0.13 0.07
-0.45 1.47 0.40
1.70 -0.15 -0.75
-0.11 0.55 -0.29
-0.07 0.12 -0.36
0.50 0.13 -0.43
-0.28 -0.09 -0.25
-0.38 0.04 0.30
0.05 0.24 -0.21
-0.15 0.01 0.03
0.69 -0.24 -0.54
0.29 0.57 -0.23
-0.06 0.47 0.22
-0.09 -0.47 -0.25
0.20 -0.40 0.16
0.34 0.54 0.29
-0.27 0.01 0.07
0.07 -0.04 0.30
0.09 0.20 0.34
0.01 0.06 0.34
-0.15 0.02 0.11
0.18 0.09 -0.34
0.18 -0.13 -0.50
-0.01 0.06 -0.16
-0.11 0.33 -0.33
0.40 -0.13 0.55
0.05 0.21 0.17
-0.41 -0.15 -0.19
-0.32 -0.43 -0.36
-0.26 -0.46 0.49
-0.14 0.29 -0.11
0.29 0.25 0.04
0.00 -0.61 -0.15
0.15 -0.05 0.08
0.10 -0.71 0.00
0.12 0.23 -0.13
-0.70 0.57 0.02
0.01 -0.03 -0.30
0.08 -0.07 -0.02
-0.27 0.25 0.45
0.17 0.26 0.19
-0.15 0.16 -0.63
0.46 -0.31 -0.19
0.02 -0.09 -0.03
-0.13 0.36 0.27
-0.06 0.23 0.23
-0.51 0.04 -0.16
-0.43 0.79 -0.32
-0.14 -0.33 0.06
-0.28 0.04 0.03
0.12 0.12 0.00
0.22 0.02 -0.11
0.20 -0.36 0.29
-0.03 -0.54 -0.14
0.12 0.33 -0.38
-0.48 -0.66 0.38
0.02 -0.28 0.17
-0.48 -0.06 0.00
0.06 -0.42 0.17
0.53 0.53 -0.25
-0.12 0.20 -0.03
-0.34 0.05 -0.52
0.32 -0.27 0.27
-0.55 -0.14 0.01
-0.29 -0.02 -0.20
-0.46 -0.69 -0.52
-0.22 0.59 0.28
0.18 0.01 -0.47
0.39 0.02 -0.15
0.11 0.42 0.45
0.01 0.29 -0.08
0.11 0.02 0.26
-0.10 -0.37 0.02
-0.06 0.03 0.27
0.03 -0.12 0.11
0.29 0.89 0.52
-0.44 -0.13 0.69
-0.09 -0.03 0.04
-0.30 0.46 0.06
0.28 0.05 0.18
0.46 -0.02 -0.03
0.04 -0.13 -0.12
0.50 -0.10 -0.42
-0.36 0.31 -0.52
0.78 0.18 0.39
-0.63 -0.26 -0.09
-0.39 0.30 0.25
-0.10 0.09 0.04
-0.49 0.13 -0.28
-0.06 -0.20 -0.35
0.58 0.20 -0.25
-0.36 -0.54 -0.10
0.14 -0.09 0.36
0.08 0.05 -0.02
-0.08 -0.27 0.28
0.20 -0.80 0.20
0.42 0.60 -0.05
0.23 -0.47 0.03
-0.03 -0.04 0.23
-0.34 0.02 -0.34
-0.28 0.10 -0.24
-0.18 0.18 -0.51
-0.52 0.21 -0.17
0.37 0.50 -0.10
-0.01 -0.03 -0.04
0.03 -0.42 -0.17
-0.81 0.14 -0.14
0.65 0.49 0.10
-0.24 -0.01 -0.29
-0.05 0.32 -0.18
0.09 0.44 0.23
0.17 -0.09 -0.43
-0.04 -0.72 0.13
-0.25 -0.48 0.01
-0.08 0.28 0.22
0.05 -0.26 -0.16
-0.18 0.02 0.04

The energy above the lowest of the compared OMol25 structures with the same formula, charge and spin is 1.160 eV. The calculation puts the calculated total energy at -3084.46661 a.u. Its SMILES is COC[C@H](C)N.COC[C@H](C)N.COC[C@H](C)N.COC[C@H](C)N.COC[C@H](C)N.COC[C@H](C)N.COCCNCCOC.COCCNCCOC.CCO.CCO.CCO. Its HOMO energy is -8.586 eV. For the gap between HOMO and LUMO, the calculation gives 9.04 eV. As for the net charge: 0.


# 2
C4H8N4O3 | ωB97M-V/def2-TZVPD

Element x y z (Å)
O1 0.909 1.225 3.701
O2 1.926 -2.056 -1.440
O3 0.232 -2.436 -0.216
N1 -1.593 0.233 0.278
N2 0.349 0.556 1.602
N3 0.585 -0.406 -0.960
N4 0.899 -1.634 -0.846
C1 -2.413 -0.274 -0.820
C2 -0.409 0.231 0.538
C3 1.515 0.662 -1.492
C4 0.059 1.025 2.912
H1 -1.612 -0.446 -1.530
H2 -0.948 1.236 2.943
H3 2.420 0.511 -0.810
H4 -3.160 0.425 -1.061
H5 1.858 0.503 -2.564
H6 -2.992 -1.149 -0.389
H7 1.285 0.179 1.479
H8 1.090 1.613 -1.327

Forces on the atoms, in the same order (eV/Å):
0.79 -0.06 1.03
-0.43 1.19 -0.01
-1.37 0.66 0.89
-0.60 0.71 1.57
2.39 -0.83 -0.37
-2.16 5.02 1.69
3.49 -3.90 -1.27
1.34 -1.17 2.29
-1.73 -1.31 -2.76
2.30 -3.58 0.63
0.90 -0.39 -2.50
-0.77 -0.72 -1.08
-2.69 0.58 0.83
-0.66 0.75 -1.22
-0.57 1.16 -0.66
-0.73 0.05 1.41
1.12 0.59 -0.91
0.12 0.39 0.35
-0.73 0.85 0.10

The energy above the lowest of the compared OMol25 structures with the same formula, charge and spin is 8.058 eV. The calculation puts the calculated total energy at -601.75133 a.u. Its HOMO energy is -9.721 eV. For the gap between HOMO and LUMO, the calculation gives 10.12 eV. As for the net charge: 0.


# 3
C6H4N2 | ωB97M-V/def2-TZVPD

Element x y z (Å)
N1 1.280 1.307 -0.120
N2 -1.289 -1.306 0.116
C1 0.515 1.763 0.867
C2 0.633 -0.908 -1.292
C3 -0.536 -0.097 0.431
C4 0.573 0.095 -0.418
C5 -0.644 0.943 1.251
C6 -0.546 -1.785 -0.864
H1 0.710 2.752 1.282
H2 1.389 -1.218 -1.987
H3 -0.720 -2.801 -1.196
H4 -1.291 1.185 2.077

Forces on the atoms, in the same order (eV/Å):
-1.89 0.25 1.77
2.31 0.00 -1.32
1.92 0.83 -1.64
-0.53 -0.89 0.88
-2.90 -0.90 0.49
1.84 0.46 -1.25
0.31 -0.17 0.36
-0.82 0.44 1.56
0.14 -0.25 0.06
0.05 0.24 -0.36
-0.16 0.14 -0.43
-0.27 -0.14 -0.12

The energy above the lowest of the compared OMol25 structures with the same formula, charge and spin is 1.847 eV. The calculation puts the calculated total energy at -340.45184 a.u. Its SMILES is C1=NC2=CC=NC2=C1. Its HOMO energy is -9.167 eV. For the gap between HOMO and LUMO, the calculation gives 7.60 eV. As for the net charge: 0.